1.
A single C6H6N2O2 molecule at a distorted geometry, computed with ωB97M-V with the def2-TZVPD basis set.

Last column: Löwdin charge in e.
Geometry (Å):
C: 2.48465 -2.36135 -0.64146  -0.0501
C: 1.41589 -1.37618 -0.34930  -0.3456
C: 0.12602 -1.71175 -0.07517  -0.0839
N: -0.76197 -0.83038 0.41526  0.1441
C: -0.41446 0.41069 0.22864  -0.2166
C: -1.44188 1.59070 0.36830  -0.4495
O: -1.13071 2.69725 0.13556  0.1432
O: -2.68440 1.13098 0.66422  0.1346
C: 0.77414 0.83111 -0.21526  -0.0770
N: 1.69449 -0.05788 -0.52999  0.1410
H: 1.93460 -3.09657 -1.29606  0.0907
H: 2.63258 -2.98688 0.32758  0.1104
H: 3.47338 -1.94603 -1.03254  0.1061
H: -0.01889 -2.82356 0.15128  0.1453
H: -2.66136 0.20581 0.68753  0.0546
H: 0.96683 1.93987 -0.32726  0.1527

## Properties
HOMO energy ... -9.82 eV
SMILES ... Cc1cnc(C(=O)O)cn1
ΔE to the lowest compared entry with this formula, charge and spin ... 0.881 eV
LUMO level ... -0.2 eV
Gap between HOMO and LUMO ... 9.66 eV
E ... -492.211084 a.u.

---

2.
A 8-piece molecular cluster, C16H30Br10Cl6O overall at a distorted geometry, computed with ωB97M-V with the def2-TZVPD basis set.

Last column: Löwdin charge in e.
Geometry (Å):
Cl: -6.92037 -0.14303 0.27362  0.5329
C: -5.40370 0.77380 0.18823  -1.5286
Cl: -4.23689 0.22809 1.40060  0.5663
Cl: -5.69996 2.51318 0.38963  0.5627
H: -4.98083 0.62334 -0.79442  -0.0551
Cl: -3.91547 -1.05752 -4.60448  0.4925
C: -2.58789 -0.06751 -5.23108  -1.5321
Cl: -2.93553 0.62885 -6.83237  0.5235
Cl: -1.05065 -0.96448 -5.35628  0.4817
H: -2.37489 0.67797 -4.47528  -0.0532
C: -2.29462 3.55156 1.87790  -0.1744
C: -1.87223 3.72867 0.41272  -0.1692
C: -2.67870 4.91109 -0.10331  -0.1890
O: -3.58674 5.29952 0.93606  -0.1661
C: -3.12133 4.80922 2.19099  -0.2030
H: -1.44166 3.53820 2.55959  0.1100
H: -2.92762 2.70135 2.12410  0.0603
H: -2.11567 2.82202 -0.14366  0.0372
H: -0.79323 3.88370 0.39564  0.1084
H: -3.27428 4.61996 -0.96815  0.1112
H: -2.09138 5.80148 -0.33702  0.1166
H: -3.92382 4.59065 2.89412  0.1156
H: -2.52421 5.61877 2.62725  0.1151
Br: 1.94243 -4.25179 -1.00088  0.6895
C: -0.00242 -4.40891 -1.30311  -0.6251
C: -0.32453 -3.38025 -2.35647  -0.7470
Br: -2.17961 -3.66768 -2.82127  0.6572
H: -0.51398 -4.23681 -0.36578  0.0544
H: -0.11609 -5.38453 -1.76152  0.0508
H: 0.29325 -3.48453 -3.24345  0.0572
H: -0.19680 -2.35382 -2.01654  -0.0257
Br: -2.34317 0.41697 -1.60130  0.7340
C: -1.34508 -0.59262 -0.26432  -0.6812
C: -0.68863 0.39596 0.67866  -0.6996
Br: 0.51594 -0.56168 1.88686  0.6624
H: -0.56929 -1.15935 -0.77782  -0.0319
H: -1.94988 -1.34530 0.23449  0.0582
H: -1.47919 0.89037 1.23566  0.0116
H: -0.06675 1.10706 0.14678  0.0260
Br: 2.11192 -0.73683 -1.58290  0.6085
C: 3.06280 0.93548 -2.09727  -0.5986
C: 2.04096 2.06349 -2.30007  -0.6991
Br: 0.81510 1.72454 -3.75299  0.6183
H: 3.47802 0.75318 -3.08372  0.0505
H: 3.77287 1.27010 -1.34922  0.0409
H: 2.45819 3.06120 -2.41233  0.0625
H: 1.40690 2.12500 -1.41402  0.0260
Br: 5.03971 -0.94865 0.46976  0.6084
C: 5.53215 -0.10488 2.17401  -0.6759
C: 4.37320 -0.28550 3.14132  -0.7301
Br: 4.86500 0.60898 4.79930  0.6399
H: 5.69182 0.94179 1.94413  0.0471
H: 6.39872 -0.54738 2.65932  0.0555
H: 4.15885 -1.33142 3.35098  0.0231
H: 3.45662 0.06446 2.67018  0.0140
Br: 0.66158 -4.91414 2.94755  0.6336
C: 2.33403 -4.08522 2.41273  -0.7506
C: 3.45308 -5.04872 2.76047  -0.6771
Br: 5.19244 -4.26079 2.25362  0.5993
H: 2.44857 -3.13750 2.92435  0.0317
H: 2.27921 -3.94524 1.33761  -0.0865
H: 3.27871 -5.98362 2.23319  0.0535
H: 3.46500 -5.29032 3.81957  0.0513

## Properties
HOMO energy ... -9.60 eV
SMILES ... ClC(Cl)Cl.ClC(Cl)Cl.C1CCOC1.BrCCBr.BrCCBr.BrCCBr.BrCCBr.BrCCBr
ΔE to the lowest compared entry with this formula, charge and spin ... 0.000 eV
LUMO level ... 0.1 eV
Gap between HOMO and LUMO ... 9.72 eV
E ... -29204.151638 a.u.